No. 1
# C20H22Br2N

2 unconnected molecules or ions with the total composition C20H22Br2N at a distorted geometry (ωB97M-V with the def2-TZVPD basis set, OMol25).

Last column: Mulliken charge in e.
Element x y z (Å)
C  -2.46079  1.78346  1.73786  -1.053
N  -1.99080  0.46139  1.98326  0.124
C  -1.31534  0.22060  3.24012  -0.707
C  -1.25627  -1.31347  3.35561  -0.459
C  -2.28446  -1.85559  2.33096  -0.518
C  -2.89748  -0.61654  1.65761  -0.665
H  -2.78842  1.86985  0.69445  0.297
H  -3.31474  2.05974  2.39009  0.396
H  -1.65111  2.50108  1.91217  0.277
H  -0.32616  0.69702  3.26354  0.339
H  -1.88593  0.63335  4.10015  0.287
H  -0.25144  -1.65789  3.09639  0.223
H  -1.50077  -1.62786  4.37295  0.300
H  -1.78247  -2.46570  1.57581  0.230
H  -3.06520  -2.44360  2.81842  0.295
H  -3.91217  -0.43470  2.07447  0.293
H  -3.01954  -0.71824  0.57157  0.366
Br  4.12666  -1.21896  -2.31731  -0.097
C  2.85719  0.10771  -1.90021  0.084
C  2.93037  0.81309  -0.68408  -0.599
C  1.97573  1.77535  -0.37663  -0.371
C  0.91258  2.07839  -1.27035  0.884
C  -0.05848  3.07421  -0.93901  -0.131
C  -1.04577  3.48278  -1.83107  -0.261
C  -2.00997  4.45119  -1.57290  -0.374
C  -3.03562  4.79136  -2.50880  0.956
C  -3.96529  5.82716  -2.21782  -0.438
C  -4.98739  6.15530  -3.10064  -0.563
C  -5.11870  5.46112  -4.31834  0.079
Br  -6.50974  5.88179  -5.51523  -0.094
C  -4.20648  4.44336  -4.64088  -0.699
C  -3.18342  4.11359  -3.75566  -0.359
C  0.87029  1.35854  -2.50133  -0.400
C  1.82535  0.39351  -2.80874  -0.703
H  3.73895  0.59258  0.00795  0.430
H  2.03963  2.32664  0.56083  0.384
H  0.02824  3.57506  0.03105  0.458
H  -1.04450  3.03173  -2.82589  0.029
H  -1.97892  4.99942  -0.62518  0.410
H  -3.86275  6.36719  -1.27763  0.373
H  -5.69346  6.94595  -2.86079  0.424
H  -4.29752  3.90731  -5.58148  0.433
H  -2.49567  3.31841  -4.02940  0.339
H  0.08262  1.55750  -3.22226  0.347
H  1.76605  -0.13956  -3.75374  0.434

Output
HOMO = -0.3800 Ha
Charge = +1
Calculated total energy = -5977.79938 Ha
F_max = 1.098 eV/Å
Orbital gap = 4.467 eV
LUMO energy = -0.2158 Ha
Energy relative to the best compared isomer or geometry (same formula, charge and spin) = 13.7 kcal/mol


No. 2
# C24H72N12O12

12 unconnected molecules or ions with the total composition C24H72N12O12 at a distorted geometry (ωB97M-V with the def2-TZVPD basis set, OMol25).

Last column: Mulliken charge in e.
Element x y z (Å)
N  3.85930  0.88242  2.14191  0.028
C  3.09430  1.21942  1.23491  -0.223
N  2.94030  2.45442  1.06091  -0.235
O  2.42530  0.31742  0.42991  1.164
H  3.95730  -0.08758  2.27891  -0.472
H  4.01730  1.59042  2.92491  0.338
H  2.31030  2.85042  0.40491  0.107
H  3.46730  3.16042  1.61791  0.220
N  -4.08070  -4.22358  -0.13309  -0.458
C  -3.81370  -3.21758  0.70291  0.403
N  -4.12070  -2.04958  0.23491  -0.122
O  -3.31670  -3.45958  1.91791  -0.954
H  -3.55870  -5.11758  -0.01109  0.276
H  -4.38870  -3.95958  -1.04609  0.185
H  -4.03370  -1.30258  0.90491  0.219
H  -4.46770  -1.77858  -0.70209  0.177
N  -3.62970  -1.63958  4.02491  -0.301
C  -3.83170  -0.50458  3.54291  0.169
N  -4.38670  0.34542  4.33491  -0.456
O  -3.61870  -0.17358  2.20691  -0.644
H  -3.35270  -2.44958  3.44391  0.178
H  -3.98670  -1.92658  4.89991  0.297
H  -4.56170  1.33642  4.00891  0.328
H  -4.05870  0.27342  5.33991  0.234
N  4.13830  -1.77558  2.78491  -0.434
C  4.87330  -1.86658  1.68291  0.545
N  4.13730  -2.17358  0.61791  -0.156
O  6.24730  -1.63358  1.56991  -0.746
H  4.78030  -1.56258  3.49491  0.220
H  3.16330  -1.86258  2.84691  0.177
H  4.64230  -2.10358  -0.28709  0.107
H  3.21830  -2.58258  0.68591  0.314
N  -2.05370  -1.11458  -5.18209  -0.273
C  -1.45270  -1.91858  -4.30309  0.267
N  -0.16870  -2.22458  -4.48009  -0.238
O  -2.19270  -2.35058  -3.19909  -0.599
H  -2.91670  -0.78058  -4.67609  0.385
H  -1.74470  -0.64058  -6.01109  0.206
H  0.27930  -2.77358  -3.71009  0.196
H  0.37830  -1.91358  -5.23609  0.203
N  -1.53370  -2.55458  5.30491  -0.353
C  -0.66770  -3.25758  4.59791  0.304
N  -0.83470  -3.19958  3.32391  0.140
O  0.44530  -3.93858  5.11991  -0.752
H  -1.39070  -2.47258  6.34591  0.226
H  -2.22070  -1.88458  4.82791  0.425
H  0.03330  -3.23258  2.70991  -0.005
H  -1.69770  -3.12058  2.81891  0.132
C  -1.97470  3.86142  -0.59109  -0.623
C  -0.83670  3.86542  0.38391  -0.059
C  -0.45870  2.42642  0.73791  1.140
O  0.16630  4.48842  -0.09909  -0.680
H  -2.91870  3.34542  -0.16209  0.360
H  -1.78770  3.26742  -1.47109  -0.205
H  -2.20470  4.87542  -0.94209  0.264
H  -1.08670  4.32442  1.34591  0.506
H  0.18130  2.39142  1.65891  -1.006
H  -0.07570  1.94042  -0.19409  -0.186
H  -1.31570  1.82342  1.02491  0.135
H  0.43630  4.08442  -0.90009  0.200
C  1.60730  -0.23658  4.58991  -1.971
C  0.98930  0.81242  3.67891  1.856
C  -0.44370  0.85942  4.00891  -0.192
O  1.35930  1.99542  3.89391  -0.655
H  1.39130  -0.02158  5.64991  0.394
H  2.66630  -0.33458  4.35091  0.476
H  1.08330  -1.19558  4.40291  0.231
H  1.05630  0.61742  2.59991  -0.353
H  -0.53470  1.37442  5.02591  0.601
H  -0.78870  -0.15058  4.24091  -0.489
H  -1.13970  1.40942  3.26991  -0.194
H  1.25130  2.50742  3.09091  0.506
C  -4.65770  2.00742  -2.45509  -1.591
C  -3.47870  1.17742  -2.91409  1.094
C  -2.70670  0.46042  -1.77909  0.788
O  -3.89570  0.32842  -3.70209  -0.561
H  -4.33670  2.49542  -1.53409  0.295
H  -5.59470  1.47842  -2.23509  0.321
H  -4.91770  2.85742  -3.16109  0.407
H  -2.80870  1.85842  -3.49409  0.015
H  -1.69670  0.04042  -2.02409  -0.322
H  -3.23970  -0.35158  -1.28709  -0.598
H  -2.46370  1.23142  -1.10109  -0.303
H  -4.36670  0.75842  -4.42609  0.428
C  3.52930  -0.82758  -3.52309  -1.392
C  4.48630  -0.01058  -2.53009  1.609
C  5.98330  -0.09958  -2.91309  -1.380
O  4.25030  1.20342  -2.64109  -0.416
H  2.48030  -0.64858  -3.53309  0.023
H  3.54730  -1.87058  -3.30409  0.400
H  3.88930  -0.62558  -4.43809  0.633
H  4.18730  -0.28558  -1.42509  -1.036
H  6.59230  0.70442  -2.51209  0.554
H  6.04630  -0.05658  -4.05009  0.285
H  6.38730  -1.04158  -2.55909  0.326
H  5.01230  1.56142  -2.12509  0.320
C  -0.01370  1.33242  -3.72109  0.861
C  1.21930  2.19242  -3.35809  0.960
C  0.82930  3.69842  -3.64209  -2.051
O  1.43030  2.30642  -2.13809  -0.117
H  -0.20770  1.53942  -4.76709  0.676
H  -0.75670  1.51242  -3.05309  -1.311
H  0.34730  0.30842  -3.75809  -0.661
H  2.17630  2.12942  -3.90109  0.547
H  -0.04170  3.97542  -3.13209  0.464
H  0.54430  3.79142  -4.68809  0.462
H  1.58130  4.48342  -3.44709  0.376
H  2.14430  1.69942  -1.88109  -0.414
C  -0.77070  -1.04958  0.76491  1.475
C  0.24330  -2.13758  0.33991  -0.049
C  0.56030  -1.78458  -1.08809  -0.928
O  1.26930  -2.21658  1.01391  -0.817
H  -1.04470  -1.07858  1.87191  -0.688
H  -1.65670  -1.12158  0.14791  -0.711
H  -0.23170  -0.18058  0.55091  -0.096
H  -0.30170  -3.04158  0.37391  1.490
H  0.93930  -0.80758  -1.29309  -0.127
H  -0.32070  -1.90758  -1.69409  0.095
H  1.24230  -2.53858  -1.68709  0.179
H  1.64230  -1.38258  0.84591  -0.316

Output
HOMO = -0.3047 Ha
Charge = 0
Calculated total energy = -2517.31492 Ha
Structure (SMILES) = NC(N)=O.NC(N)=O.NC(N)=O.NC(N)=O.NC(N)=O.NC(N)=O.CC(C)O.CC(C)O.CC(C)O.CC(C)O.CC(C)O.CC(C)O
F_max = 11.839 eV/Å
Orbital gap = 8.554 eV
LUMO energy = 0.0096 Ha
Energy relative to the best compared isomer or geometry (same formula, charge and spin) = 328.3 kcal/mol


No. 3
# CH5N3O

CH5N3O in the gas phase (ωB97M-V with the def2-TZVPD basis set, OMol25).

Last column: Mulliken charge in e.
Element x y z (Å)
N  2.00301  -0.29555  0.12193  -0.570
N  0.62308  -0.50369  0.09675  -0.185
C  -0.11905  0.51899  0.05559  -0.001
N  -1.50986  0.44122  0.20617  -0.232
O  -2.02647  -0.82525  -0.11882  -0.404
H  2.43623  -1.14207  -0.24405  0.259
H  2.28106  0.48945  -0.46688  0.232
H  0.24719  1.54826  0.02688  0.299
H  -2.00860  1.09249  -0.38563  0.265
H  -1.92660  -1.32386  0.70806  0.337

Output
HOMO = -0.3069 Ha
Charge = 0
Calculated total energy = -280.50805 Ha
Structure (SMILES) = N/N=C/NO
F_max = 0.466 eV/Å
Orbital gap = 9.441 eV
LUMO energy = 0.0401 Ha
Energy relative to the best compared isomer or geometry (same formula, charge and spin) = 60.5 kcal/mol


No. 4
# C3H5NO3

C3H5NO3 in the gas phase at a distorted geometry (ωB97M-V with the def2-TZVPD basis set, OMol25).

Last column: Mulliken charge in e.
Element x y z (Å)
O  0.71330  0.40441  -2.81579  -0.542
C  0.17067  0.82259  -1.82101  0.022
N  -0.36189  -0.01435  -0.82791  -0.204
C  -0.74056  0.33020  0.48998  -0.393
C  0.10823  -0.57437  1.44700  0.492
O  -0.47645  -1.38244  2.07949  -0.496
O  1.35920  -0.76921  1.07511  -0.415
H  0.03962  1.87413  -1.79230  0.342
H  -0.33963  -1.06064  -1.14418  0.288
H  -0.58224  1.44173  0.77035  0.319
H  -1.76604  0.06835  0.71614  0.241
H  1.87580  -1.14040  1.82311  0.347

Output
HOMO = -0.3626 Ha
Charge = 0
Calculated total energy = -397.77655 Ha
Structure (SMILES) = O=CNCC(=O)O
F_max = 3.337 eV/Å
Orbital gap = 10.381 eV
LUMO energy = 0.0189 Ha
Energy relative to the best compared isomer or geometry (same formula, charge and spin) = 37.7 kcal/mol


No. 5
# C33H70BrN6O7

3 unconnected molecules or ions with the total composition C33H70BrN6O7 at a distorted geometry (ωB97M-V with the def2-TZVPD basis set, OMol25).

Last column: Mulliken charge in e.
Element x y z (Å)
C  11.11770  -3.31934  -0.36481  -1.005
C  9.90771  -3.59369  -1.20563  0.669
O  9.50125  -4.68965  -1.50303  -0.552
O  9.31011  -2.45658  -1.61487  -0.267
C  8.02658  -2.62124  -2.23440  -0.558
C  7.55413  -1.24798  -2.71727  -0.871
C  6.37013  -0.69289  -1.91636  -0.855
C  5.00632  -1.24709  -2.38626  -0.816
C  4.05928  -0.15808  -2.90310  -0.722
C  3.56224  0.77584  -1.78963  0.183
C  2.36229  0.20988  -1.00976  -1.069
C  1.02716  0.95587  -1.24870  -0.441
C  0.00120  0.13881  -2.02845  0.098
C  0.07480  0.36903  -3.53645  -0.499
C  -1.15608  -0.25355  -4.22387  -0.324
Br  -0.69823  -1.30827  -5.75601  -0.077
N  -1.97755  -1.11206  -3.32217  -0.258
C  -2.32959  -0.35300  -2.20233  0.216
N  -3.57339  -0.35068  -1.80424  0.006
C  -4.68289  -1.08079  -2.43336  -0.423
C  -5.81795  -1.27641  -1.42692  -0.475
C  -6.60273  -2.58955  -1.63021  -0.947
C  -6.29274  -3.57804  -0.51145  -0.786
N  -4.90672  -4.11105  -0.46623  0.337
C  -4.58576  -4.49244  0.91911  -0.874
C  -4.67972  -5.21845  -1.31744  0.584
C  -4.95744  -5.08795  -2.79150  -1.054
O  -4.21495  -6.24882  -0.88499  -0.586
N  -1.38650  0.38015  -1.54974  -0.314
H  10.99701  -2.38860  0.18332  0.315
H  11.99836  -3.24104  -1.00145  0.264
H  11.25110  -4.15621  0.31613  0.326
H  7.33430  -3.04120  -1.50278  0.375
H  8.11799  -3.32514  -3.06013  0.361
H  8.39865  -0.56370  -2.63267  0.378
H  7.26414  -1.30865  -3.76815  0.381
H  6.51131  -0.92385  -0.85842  0.440
H  6.37857  0.39762  -1.99448  0.422
H  5.16774  -1.98172  -3.17771  0.631
H  4.51503  -1.74893  -1.54712  0.259
H  4.58010  0.42322  -3.66800  0.457
H  3.20945  -0.65390  -3.38473  -0.019
H  4.38786  0.94070  -1.09808  0.368
H  3.30679  1.73994  -2.23232  -0.131
H  2.24712  -0.84776  -1.26430  0.557
H  2.56637  0.23977  0.06017  0.453
H  0.60351  1.29100  -0.30154  0.342
H  1.25544  1.85624  -1.82412  0.137
H  0.19098  -0.92236  -1.85206  0.098
H  0.08709  1.43883  -3.75452  0.351
H  1.00197  -0.04216  -3.93288  0.110
H  -1.82811  0.52742  -4.57266  0.447
H  -1.44078  -1.93557  -3.05483  0.327
H  -3.79404  0.16887  -0.96347  0.366
H  -4.32094  -2.04024  -2.78551  0.166
H  -5.03615  -0.51227  -3.29510  0.191
H  -6.50851  -0.43336  -1.48709  0.490
H  -5.40807  -1.26021  -0.41254  0.232
H  -6.45614  -2.99870  -2.62448  0.488
H  -7.66789  -2.35813  -1.56341  0.493
H  -7.04279  -4.37494  -0.45397  0.414
H  -6.40685  -2.99064  0.39523  0.092
H  -3.54275  -4.78468  0.99870  0.358
H  -4.74822  -3.62305  1.55873  0.153
H  -5.21960  -5.30812  1.27399  0.378
H  -4.85981  -4.07426  -3.16025  0.231
H  -4.24098  -5.72888  -3.30216  0.368
H  -5.95629  -5.46773  -3.01362  0.266
H  -1.62195  1.36802  -1.50447  0.340
C  1.82547  4.27418  0.77307  -0.914
O  2.83460  4.01026  -0.18057  -0.185
C  2.82727  4.89208  -1.29932  -0.814
C  4.07138  5.74978  -1.32212  -0.413
N  4.06328  6.70090  -0.22259  -0.292
C  5.30216  7.45616  -0.05881  -0.704
C  6.55946  6.68582  0.32365  -0.467
O  6.51592  6.12095  1.61918  -0.428
C  5.95135  4.83026  1.71138  -0.503
H  1.87480  3.48557  1.52272  0.248
H  1.96922  5.23797  1.27062  0.362
H  0.83048  4.26473  0.31330  0.349
H  1.93004  5.51781  -1.28721  0.453
H  2.80428  4.27984  -2.20786  0.420
H  4.10127  6.30020  -2.26694  0.399
H  4.94078  5.07655  -1.29993  0.202
H  3.86772  6.20503  0.63761  0.104
H  5.12630  8.20712  0.71417  0.375
H  5.49958  7.99895  -0.98836  0.397
H  7.38734  7.39848  0.33452  0.353
H  6.81530  5.91502  -0.41431  0.332
H  6.13400  4.24564  0.80445  0.248
H  4.87333  4.86199  1.90114  0.141
H  6.42384  4.32466  2.55325  0.339
C  -4.88537  0.69393  7.29247  -0.737
O  -5.09893  -0.66837  6.97899  -0.355
C  -6.40970  -1.13798  7.27304  -0.809
C  -7.12503  -1.53569  6.00241  -0.178
N  -7.40995  -0.36719  5.17996  -0.270
C  -7.91946  -0.66746  3.85006  -1.244
C  -6.99635  -1.40451  2.88811  -0.055
O  -5.85674  -0.66491  2.47190  -0.373
C  -4.73081  -0.75654  3.33004  -0.704
H  -3.83280  0.90478  7.11249  0.242
H  -5.49201  1.36097  6.66928  0.312
H  -5.10804  0.89968  8.34320  0.359
H  -6.97903  -0.37677  7.81298  0.409
H  -6.31747  -2.01508  7.91882  0.393
H  -8.06698  -2.02764  6.25978  0.390
H  -6.49213  -2.27290  5.48721  0.156
H  -6.56589  0.18448  5.09568  0.112
H  -8.19593  0.28080  3.38215  0.417
H  -8.83959  -1.25057  3.95289  0.455
H  -7.56675  -1.60229  1.97488  0.300
H  -6.68294  -2.37962  3.28084  0.337
H  -4.68391  -1.72758  3.82917  0.325
H  -4.72640  0.02899  4.08905  0.241
H  -3.83660  -0.63602  2.71634  0.280

Output
HOMO = -0.3784 Ha
Charge = +1
Calculated total energy = -4728.30743 Ha
F_max = 1.154 eV/Å
Orbital gap = 7.054 eV
LUMO energy = -0.1192 Ha


No. 6
# C14H12F3NOS

C14H12F3NOS in the gas phase (ωB97M-V with the def2-TZVPD basis set, OMol25).

Last column: Mulliken charge in e.
Element x y z (Å)
O  -0.13893  -1.20515  -1.39627  -0.631
C  -1.01438  -0.56600  -0.86226  0.550
C  -2.31699  -0.17818  -1.57361  -0.799
C  -3.50365  -0.21900  -0.67842  0.266
C  -4.15900  0.82123  -0.09091  -0.461
C  -5.22487  0.40876  0.74156  -0.450
C  -5.35875  -0.93956  0.78230  -0.470
S  -4.19049  -1.73818  -0.19658  -0.111
N  -0.92324  -0.10016  0.40325  0.053
C  0.23110  -0.40180  1.22601  -1.042
C  1.50278  0.12989  0.61289  0.855
C  1.54628  1.41494  0.08686  -0.445
C  2.70619  1.90744  -0.48412  -0.670
C  3.84555  1.12518  -0.52922  -0.862
C  3.80453  -0.15816  -0.00034  0.082
C  5.05760  -0.98588  -0.03048  0.835
F  4.85821  -2.27426  0.27391  -0.280
F  5.97508  -0.53232  0.85205  -0.257
F  5.66375  -0.96332  -1.22909  -0.265
C  2.64261  -0.65883  0.56591  -0.462
H  -2.18744  0.83228  -1.97057  0.301
H  -2.43483  -0.86268  -2.41536  0.301
H  -3.90228  1.85297  -0.25886  0.419
H  -5.85970  1.08949  1.27958  0.387
H  -6.07512  -1.52321  1.32487  0.438
H  -1.70377  0.39292  0.80611  0.259
H  0.07467  0.04943  2.20890  0.429
H  0.31961  -1.48718  1.34577  0.319
H  0.66018  2.03211  0.11754  0.457
H  2.72452  2.90484  -0.89569  0.412
H  4.75608  1.49644  -0.97365  0.410
H  2.62471  -1.66404  0.95793  0.431

Output
HOMO = -0.3320 Ha
Charge = 0
Calculated total energy = -1368.51462 Ha
Structure (SMILES) = O=C(Cc1cccs1)NCc1cccc(C(F)(F)F)c1
F_max = 0.641 eV/Å
Orbital gap = 9.552 eV
LUMO energy = 0.0191 Ha